No. 1
{
  "formula": "C27H35O15PbS3",
  "method": "ωB97M-V/def2-TZVPD",
  "elements": ["Pb", "C", "C", "C", "O", "H", "H", "H", "H", "H", "H", "H", "C", "C", "C", "O", "C", "C", "C", "O", "O", "O", "H", "H", "C", "C", "C", "O", "C", "C", "C", "O", "O", "O", "H", "H", "C", "C", "C", "S", "O", "O", "C", "H", "H", "H", "H", "H", "H", "H", "H", "C", "C", "C", "S", "O", "O", "C", "H", "H", "H", "H", "H", "H", "H", "H", "C", "C", "C", "S", "O", "O", "C", "H", "H", "H", "H", "H", "H", "H", "H"],
  "xyz": [[-0.38, -0.22, -0.27], [-0.87, 3.96, 1.04], [-1.31, 2.60, 1.65], [-2.24, 2.78, 2.85], [-1.75, 1.67, 0.77], [-0.77, 3.85, -0.04], [0.05, 4.38, 1.45], [-1.67, 4.72, 1.13], [-0.34, 2.25, 2.12], [-1.86, 3.41, 3.67], [-2.52, 1.80, 3.25], [-3.20, 3.20, 2.52], [-4.83, -1.18, -0.43], [-3.44, -1.31, -0.49], [-2.75, -2.41, 0.35], [-1.52, -2.26, 0.59], [-3.53, -3.49, 0.73], [-4.95, -3.44, 0.69], [-5.64, -2.17, 0.17], [-6.87, -2.04, 0.29], [-5.65, -4.41, 1.00], [-2.68, -0.50, -1.08], [-5.23, -0.38, -1.04], [-3.01, -4.39, 1.04], [2.59, -3.79, -1.03], [2.63, -4.86, -1.98], [1.72, -4.80, -3.21], [1.85, -5.65, -4.09], [0.83, -3.71, -3.33], [0.70, -2.75, -2.33], [1.72, -2.73, -1.15], [1.65, -1.73, -0.38], [-0.15, -1.83, -2.37], [3.39, -5.82, -1.83], [3.13, -3.85, -0.09], [0.19, -3.65, -4.20], [1.90, -3.90, 3.44], [1.82, -3.09, 4.76], [1.33, -1.67, 4.52], [1.55, -1.36, 2.76], [2.88, -0.89, 2.52], [0.40, -0.63, 2.31], [1.30, -3.07, 2.31], [1.31, -4.82, 3.52], [2.94, -4.14, 3.28], [2.85, -2.98, 5.12], [1.35, -3.60, 5.60], [1.61, -0.85, 5.17], [0.23, -1.67, 4.55], [1.69, -3.25, 1.31], [0.21, -3.15, 2.35], [4.10, 3.61, -0.87], [4.71, 2.19, -0.81], [4.37, 1.58, 0.52], [2.73, 2.22, 0.98], [2.81, 2.58, 2.37], [1.74, 1.34, 0.47], [2.82, 3.68, -0.06], [3.94, 3.92, -1.91], [4.79, 4.38, -0.52], [5.78, 2.37, -0.93], [4.37, 1.53, -1.61], [5.01, 1.99, 1.31], [4.24, 0.51, 0.66], [2.82, 4.51, 0.66], [1.88, 3.89, -0.58], [-2.64, 1.72, -4.16], [-3.45, 2.28, -2.99], [-2.45, 3.02, -2.08], [-0.84, 2.78, -2.79], [-0.43, 1.48, -2.40], [0.03, 3.92, -2.58], [-1.51, 2.69, -4.43], [-3.24, 1.54, -5.07], [-2.31, 0.69, -3.97], [-3.96, 1.53, -2.39], [-4.20, 2.98, -3.35], [-2.42, 2.74, -1.02], [-2.69, 4.09, -2.07], [-0.74, 2.44, -5.16], [-1.90, 3.67, -4.71]],
  "total_energy_ev": -97029.81791,
  "homo_energy_ev": 0.638,
  "total_charge": -3,
  "relative_energy_kj_mol": 0.00
}

=====

No. 2
{
  "formula": "C27H36As2CrO13S",
  "method": "ωB97M-V/def2-TZVPD",
  "elements": ["Cr", "C", "O", "C", "C", "O", "C", "C", "O", "C", "H", "H", "H", "H", "H", "H", "H", "H", "H", "H", "H", "H", "H", "H", "O", "C", "O", "C", "C", "C", "C", "C", "C", "S", "H", "H", "H", "H", "C", "O", "C", "O", "C", "C", "As", "C", "C", "C", "As", "C", "C", "O", "O", "C", "C", "O", "O", "C", "C", "O", "O", "C", "H", "H", "H", "H", "H", "H", "H", "H", "H", "H", "H", "H", "H", "H", "H", "H", "H", "H"],
  "xyz": [[-0.33, -0.12, -1.76], [-0.61, -2.74, 0.05], [-1.28, -1.97, -0.96], [-2.66, -2.37, -1.13], [-3.01, -2.27, -2.59], [-2.74, -0.97, -3.06], [-3.74, 0.02, -2.89], [-3.42, 0.89, -1.71], [-2.04, 1.29, -1.80], [-1.86, 2.63, -1.31], [-0.91, -3.79, -0.03], [0.46, -2.67, -0.10], [-0.88, -2.37, 1.05], [-2.76, -3.41, -0.79], [-3.29, -1.74, -0.51], [-2.38, -2.94, -3.17], [-4.06, -2.56, -2.74], [-3.73, 0.62, -3.80], [-4.73, -0.42, -2.78], [-4.04, 1.78, -1.74], [-3.58, 0.40, -0.75], [-2.46, 3.31, -1.91], [-2.18, 2.70, -0.26], [-0.82, 2.89, -1.41], [2.46, 2.72, -2.17], [1.61, 2.00, -2.67], [0.73, 1.40, -1.86], [1.44, 1.84, -4.13], [1.99, 2.86, -4.92], [1.89, 2.83, -6.30], [1.24, 1.76, -6.90], [0.70, 0.75, -6.13], [0.79, 0.77, -4.74], [0.13, -0.67, -3.93], [2.50, 3.67, -4.42], [2.31, 3.63, -6.89], [1.16, 1.71, -7.98], [0.20, -0.09, -6.61], [4.28, 0.49, -0.01], [3.30, -0.13, -0.88], [2.17, -0.55, -0.43], [1.38, -1.06, -1.23], [1.69, -0.28, 0.98], [2.14, -0.93, 2.05], [1.39, -0.85, 3.87], [1.98, 0.95, 4.41], [-0.45, -0.25, 3.51], [-0.87, 0.45, 2.46], [0.08, 0.82, 0.80], [0.82, 2.59, 1.06], [-2.21, 1.16, 2.35], [-2.21, 2.34, 2.18], [-3.35, 0.47, 2.25], [-3.45, -0.92, 2.59], [-1.41, -0.36, 4.68], [-2.04, 0.59, 5.05], [-1.55, -1.54, 5.31], [-1.19, -2.78, 4.69], [3.19, -2.00, 1.73], [3.18, -2.51, 0.65], [4.07, -2.40, 2.64], [4.45, -1.62, 3.79], [5.08, 0.81, -0.66], [4.66, -0.24, 0.70], [3.84, 1.35, 0.49], [3.05, 0.96, 4.59], [1.47, 1.19, 5.34], [1.72, 1.68, 3.65], [1.55, 2.55, 1.87], [0.01, 3.26, 1.32], [1.29, 2.87, 0.12], [-3.63, -1.02, 3.66], [-2.56, -1.48, 2.30], [-4.31, -1.30, 2.05], [-1.94, -3.50, 5.01], [-0.21, -3.10, 5.03], [-1.20, -2.71, 3.60], [5.49, -1.86, 3.97], [3.85, -1.91, 4.65], [4.36, -0.56, 3.59]],
  "total_energy_ev": -216126.42392,
  "homo_energy_ev": [-9.977, -10.134],
  "total_charge": 1,
  "spin_multiplicity": 4
}

=====

No. 3
{
  "formula": "C27H36AsBClCuN3O3P",
  "method": "ωB97M-V/def2-TZVPD",
  "elements": ["Cu", "C", "As", "C", "C", "O", "H", "H", "H", "H", "H", "H", "H", "H", "H", "N", "C", "C", "C", "N", "C", "N", "C", "P", "C", "C", "H", "H", "H", "H", "H", "H", "H", "H", "H", "Cl", "C", "C", "C", "C", "C", "C", "C", "H", "H", "H", "H", "H", "H", "C", "C", "C", "C", "C", "C", "C", "C", "O", "B", "O", "C", "C", "H", "H", "H", "H", "H", "H", "H", "H", "H", "H", "H", "H"],
  "xyz": [[18.45, -17.21, -1.04], [8.16, -19.39, 0.76], [9.24, -19.05, -0.91], [8.04, -18.70, -2.39], [10.19, -20.69, -1.45], [10.26, -17.65, -0.87], [8.56, -18.49, 1.24], [8.32, -20.31, 1.24], [7.13, -19.35, 0.41], [7.12, -18.46, -1.86], [7.90, -19.68, -2.90], [8.41, -17.81, -2.93], [10.88, -20.23, -2.18], [9.50, -21.28, -2.08], [10.69, -21.23, -0.68], [17.23, -18.08, 0.06], [16.58, -18.98, 0.49], [15.92, -19.91, 1.24], [15.71, -21.03, 0.42], [15.63, -21.92, -0.33], [15.84, -20.06, 2.62], [15.76, -19.83, 3.76], [20.87, -16.64, -3.06], [19.10, -16.90, -2.95], [18.59, -15.74, -4.31], [18.53, -18.39, -4.01], [21.41, -17.27, -2.38], [21.10, -15.60, -2.68], [21.25, -16.81, -4.10], [18.46, -16.37, -5.21], [19.40, -15.00, -4.59], [17.67, -15.19, -4.06], [19.39, -18.70, -4.65], [17.63, -18.31, -4.56], [18.33, -19.26, -3.33], [12.82, -14.08, 0.74], [11.72, -13.18, -0.26], [11.64, -11.78, -0.10], [10.67, -11.07, -0.74], [9.72, -11.71, -1.52], [9.96, -13.11, -1.80], [10.91, -13.85, -1.22], [11.00, -15.30, -1.63], [12.38, -11.35, 0.54], [10.63, -10.00, -0.68], [8.76, -11.31, -1.81], [9.24, -13.57, -2.52], [11.87, -15.69, -1.16], [11.16, -15.36, -2.69], [5.83, -12.27, 2.25], [5.14, -12.75, 0.97], [5.03, -11.53, 0.09], [3.75, -13.26, 1.35], [6.02, -13.82, 0.20], [5.83, -13.96, -1.19], [6.62, -14.75, -2.00], [7.68, -15.38, -1.38], [8.69, -16.07, -2.03], [9.76, -16.20, -1.00], [9.14, -15.73, 0.23], [7.87, -15.36, 0.00], [7.09, -14.50, 0.78], [5.49, -11.26, 2.66], [6.89, -12.19, 1.99], [5.66, -13.00, 3.05], [4.48, -10.75, 0.55], [4.41, -11.64, -0.84], [5.97, -11.13, -0.22], [3.13, -12.44, 1.76], [3.75, -13.99, 2.15], [3.16, -13.66, 0.47], [4.90, -13.52, -1.60], [6.61, -14.84, -3.08], [7.32, -14.51, 1.85]],
  "total_energy_ev": -167160.75078,
  "homo_energy_ev": [-0.699, -5.018],
  "total_charge": -1,
  "spin_multiplicity": 2
}

=====

Q: Which formula does entry 3 have?
A: C27H36AsBClCuN3O3P

=====

Q: Which formula does entry 3 have?
A: C27H36AsBClCuN3O3P